Formula: C72H176N4O44P4
Source: the Open Molecules 2025 dataset
Level of theory: ωB97M-V/def2-TZVPD

Bonds (Å) are listed after each position.
Positions of all 300 atoms, in Å:
1 C 0.8317 0.4573 6.0500  O2 1.417, H10 1.074, H11 1.077, H12 1.097
2 O 2.1704 0.3293 5.6031  C1 1.417, C3 1.442
3 C 2.3722 -0.9316 4.9322  O2 1.442, C4 1.521, H13 1.111, H14 1.099
4 C 3.7328 -0.9496 4.2531  C3 1.521, O5 1.398, H15 1.100, H16 1.096
5 O 4.8086 -1.1225 5.1286  C4 1.398, C6 1.459
6 C 5.0573 -2.5122 5.4962  O5 1.459, C7 1.518, H17 1.073, H18 1.106
7 C 6.5068 -2.5676 5.9423  C6 1.518, O8 1.435, H19 1.099, H20 1.092
8 O 6.6557 -3.7198 6.7854  C7 1.435, C9 1.417
9 C 7.9958 -3.9505 7.1824  O8 1.417, H21 1.081, H22 1.101, H23 1.101
10 H 0.5536 -0.3447 6.7085  C1 1.074
11 H 0.1143 0.3813 5.2500  C1 1.077
12 H 0.7734 1.4478 6.5182  C1 1.097
13 H 1.6013 -0.9795 4.1334  C3 1.111
14 H 2.2797 -1.7683 5.6388  C3 1.099
15 H 3.8265 0.0143 3.7316  C4 1.100
16 H 3.7434 -1.7434 3.4980  C4 1.096
17 H 4.9056 -3.1153 4.6215  C6 1.073
18 H 4.3765 -2.9115 6.2713  C6 1.106
19 H 6.7819 -1.6247 6.4353  C7 1.099
20 H 7.0964 -2.5418 5.0230  C7 1.092
21 H 8.0545 -4.9124 7.6725  C9 1.081
22 H 8.3292 -3.2357 7.9500  C9 1.101
23 H 8.6230 -3.9805 6.2777  C9 1.101
24 C -0.4016 -10.8455 2.0503  O25 1.389, H33 1.108, H34 1.117, H35 1.099
25 O 0.0143 -9.5199 2.0547  C24 1.389, C26 1.420
26 C 1.3968 -9.4449 1.7369  O25 1.420, C27 1.487, H36 1.096, H37 1.106
27 C 1.8539 -8.0316 1.8034  C26 1.487, O28 1.465, H38 1.109, H39 1.093
28 O 1.4977 -7.3430 3.0464  C27 1.465, C29 1.402
29 C 2.1310 -7.8763 4.1773  O28 1.402, C30 1.531, H40 1.098, H41 1.077
30 C 1.5486 -7.0604 5.3349  C29 1.531, O31 1.413, H42 1.098, H43 1.091
31 O 2.2475 -5.8327 5.3688  C30 1.413, C32 1.372
32 C 1.7558 -5.0626 6.3927  O31 1.372, H44 1.123, H45 1.108, H46 1.104
33 H 0.2753 -11.4453 2.6898  C24 1.108
34 H -0.4042 -11.2693 1.0166  C24 1.117
35 H -1.4043 -10.9924 2.4749  C24 1.099
36 H 1.5049 -9.7480 0.6896  C26 1.096
37 H 1.9652 -10.1170 2.4058  C26 1.106
38 H 1.4176 -7.4598 0.9596  C27 1.109
39 H 2.9227 -7.8784 1.6360  C27 1.093
40 H 3.2026 -7.6352 4.1772  C29 1.098
41 H 2.0834 -8.9294 4.3981  C29 1.077
42 H 1.7090 -7.5745 6.2915  C30 1.098
43 H 0.4792 -6.8841 5.2060  C30 1.091
44 H 2.0130 -5.4826 7.4020  C32 1.123
45 H 0.6607 -4.9113 6.3144  C32 1.108
46 H 2.1720 -4.0402 6.3571  C32 1.104
47 C 5.2558 4.6068 -5.7164  O48 1.432, H56 1.094, H57 1.083, H58 1.091
48 O 4.4456 3.4955 -6.1155  C47 1.432, C49 1.388
49 C 5.1587 2.3825 -6.5401  O48 1.388, C50 1.546, H59 1.107, H60 1.085
50 C 5.7444 1.5321 -5.3896  C49 1.546, O51 1.407, H61 1.106, H62 1.082
51 O 4.7917 0.7804 -4.6782  C50 1.407, C52 1.424
52 C 4.2273 1.5615 -3.6297  O51 1.424, C53 1.548, H63 1.112, H64 1.090
53 C 3.3453 0.6708 -2.7210  C52 1.548, O54 1.443, H65 1.114, H66 1.106
54 O 3.9778 -0.5426 -2.2621  C53 1.443, C55 1.400
55 C 5.1606 -0.3461 -1.5387  O54 1.400, H67 1.094, H68 1.116, H69 1.083
56 H 6.0940 4.7887 -6.3963  C47 1.094
57 H 5.5885 4.5172 -4.6892  C47 1.083
58 H 4.6099 5.4852 -5.7570  C47 1.091
59 H 5.9629 2.7068 -7.2281  C49 1.107
60 H 4.5255 1.6440 -7.0211  C49 1.085
61 H 6.3558 2.0777 -4.6468  C50 1.106
62 H 6.4323 0.8254 -5.8354  C50 1.082
63 H 3.5858 2.3984 -3.9830  C52 1.112
64 H 4.9869 2.0329 -3.0054  C52 1.090
65 H 2.4488 0.3601 -3.3055  C53 1.114
66 H 2.9269 1.2954 -1.9104  C53 1.106
67 H 5.7192 -1.2822 -1.4510  C55 1.094
68 H 4.7997 0.0040 -0.5419  C55 1.116
69 H 5.9066 0.2935 -1.9950  C55 1.083
70 C -3.4662 7.3062 -1.9303  O71 1.382, H79 1.079, H80 1.095, H81 1.081
71 O -2.6479 6.2739 -1.5128  C70 1.382, C72 1.409
72 C -1.8076 6.7602 -0.4923  O71 1.409, C73 1.484, H82 1.078, H83 1.077
73 C -0.8832 5.6946 -0.0310  C72 1.484, O74 1.397, H84 1.114, H85 1.111
74 O -0.0097 5.4211 -1.0870  C73 1.397, C75 1.399
75 C 1.0379 4.6055 -0.6461  O74 1.399, C76 1.529, H86 1.086, H87 1.082
76 C 1.8368 4.4217 -1.9371  C75 1.529, O77 1.395, H88 1.105, H89 1.106
77 O 2.5334 5.5983 -2.2144  C76 1.395, C78 1.463
78 C 1.9984 6.5292 -3.2074  O77 1.463, H90 1.101, H91 1.101, H92 1.090
79 H -2.8695 8.1586 -2.2169  C70 1.079
80 H -4.1822 7.6725 -1.1868  C70 1.095
81 H -3.9611 7.0391 -2.8530  C70 1.081
82 H -2.3457 7.2007 0.3313  C72 1.078
83 H -1.2254 7.6184 -0.7812  C72 1.077
84 H -1.4435 4.7601 0.2025  C73 1.114
85 H -0.3667 5.9637 0.9152  C73 1.111
86 H 0.6852 3.6969 -0.1667  C75 1.086
87 H 1.7105 5.0327 0.0858  C75 1.082
88 H 1.2212 4.0936 -2.7938  C76 1.105
89 H 2.5887 3.6278 -1.7731  C76 1.106
90 H 2.7338 7.3475 -3.2415  C78 1.101
91 H 1.0251 6.9095 -2.8612  C78 1.101
92 H 1.8772 6.0866 -4.1966  C78 1.090
93 C -6.3933 -2.4807 1.3081  O94 1.401, H102 1.084, H103 1.113, H104 1.095
94 O -5.4682 -2.6177 0.2645  C93 1.401, C95 1.481
95 C -5.1296 -1.2733 -0.2561  O94 1.481, C96 1.431, H105 1.090, H106 1.084
96 C -5.0475 -1.2059 -1.6831  C95 1.431, O97 1.391, H107 1.109, H108 1.103
97 O -6.2951 -1.1064 -2.2912  C96 1.391, C98 1.394
98 C -6.1729 -0.9918 -3.6747  O97 1.394, C99 1.554, H109 1.104, H110 1.098
99 C -7.5853 -1.3063 -4.2425  C98 1.554, O100 1.367, H111 1.114, H112 1.105
100 O -7.8216 -2.6526 -4.2664  C99 1.367, C101 1.446
101 C -7.2153 -3.3569 -5.3747  O100 1.446, H113 1.093, H114 1.102, H115 1.088
102 H -7.2818 -1.9742 0.9487  C93 1.084
103 H -5.9700 -1.8510 2.1220  C93 1.113
104 H -6.6816 -3.4214 1.7884  C93 1.095
105 H -4.1769 -0.9285 0.1455  C95 1.090
106 H -5.8836 -0.5683 0.0744  C95 1.084
107 H -4.5135 -2.1215 -2.0078  C96 1.109
108 H -4.4105 -0.3442 -1.9449  C96 1.103
109 H -5.2977 -1.5724 -4.0136  C98 1.104
110 H -5.9230 0.0544 -3.8963  C98 1.098
111 H -7.7461 -0.8648 -5.2524  C99 1.114
112 H -8.2688 -0.8246 -3.5207  C99 1.105
113 H -6.1460 -3.5332 -5.2324  C101 1.093
114 H -7.4087 -2.7965 -6.3038  C101 1.102
115 H -7.6505 -4.3527 -5.3190  C101 1.088
116 C -3.0213 1.8384 0.1937  O117 1.442, H125 1.105, H126 1.088, H127 1.105
117 O -2.1987 0.7346 -0.2366  C116 1.442, C118 1.419
118 C -1.0257 0.6371 0.5561  O117 1.419, C119 1.545, H128 1.098, H129 1.078
119 C -0.0026 -0.3087 -0.1112  C118 1.545, O120 1.426, H130 1.098, H131 1.092
120 O 1.0750 -0.4789 0.8068  C119 1.426, C121 1.476
121 C 2.0308 -1.4797 0.2938  O120 1.476, C122 1.528, H132 1.093, H133 1.099
122 C 1.6693 -2.8531 0.8586  C121 1.528, O123 1.437, H134 1.098, H135 1.086
123 O 1.4871 -2.6860 2.2746  C122 1.437, C124 1.388
124 C 1.7562 -3.8947 2.9015  O123 1.388, H136 1.120, H137 1.083, H138 1.083
125 H -2.3454 2.7076 0.0982  C116 1.105
126 H -3.4083 1.7677 1.2076  C116 1.088
127 H -3.8985 1.9488 -0.4689  C116 1.105
128 H -1.2282 0.1617 1.5246  C118 1.098
129 H -0.5659 1.5858 0.7813  C118 1.078
130 H 0.3135 0.1139 -1.0738  C119 1.098
131 H -0.5041 -1.2536 -0.3289  C119 1.092
132 H 3.0471 -1.2198 0.6017  C121 1.093
133 H 2.1018 -1.5402 -0.8008  C121 1.099
134 H 2.5711 -3.4605 0.7086  C122 1.098
135 H 0.7885 -3.3518 0.4643  C122 1.086
136 H 2.8539 -4.0994 2.9855  C124 1.120
137 H 1.2272 -4.7349 2.4689  C124 1.083
138 H 1.4053 -3.8246 3.9232  C124 1.083
139 C -2.8808 1.5434 -3.7867  O140 1.471, H148 1.066, H149 1.068, H150 1.093
140 O -2.3715 2.7779 -4.4036  C139 1.471, C141 1.424
141 C -1.6531 3.5304 -3.4311  O140 1.424, C142 1.513, H151 1.088, H152 1.062
142 C -0.9269 4.5725 -4.2530  C141 1.513, O143 1.439, H153 1.095, H154 1.086
143 O 0.1152 3.9182 -4.9981  C142 1.439, C144 1.420
144 C -0.2328 3.5425 -6.3222  O143 1.420, C145 1.517, H155 1.097, H156 1.104
145 C 1.0069 3.6875 -7.1838  C144 1.517, O146 1.404, H157 1.110, H158 1.070
146 O 0.7762 2.8566 -8.2921  C145 1.404, C147 1.471
147 C 2.0018 2.6531 -9.0796  O146 1.471, H159 1.097, H160 1.090, H161 1.107
148 H -3.7772 1.7479 -3.2466  C139 1.066
149 H -2.1157 1.0323 -3.2438  C139 1.068
150 H -3.1686 0.8477 -4.5790  C139 1.093
151 H -0.9100 2.8998 -2.9475  C141 1.088
152 H -2.3237 3.9423 -2.7173  C141 1.062
153 H -0.4871 5.3159 -3.5799  C142 1.095
154 H -1.6811 5.0461 -4.8739  C142 1.086
155 H -1.0060 4.2234 -6.6995  C144 1.097
156 H -0.7061 2.5489 -6.4136  C144 1.104
157 H 1.8568 3.2919 -6.5892  C145 1.110
158 H 1.1874 4.6836 -7.5308  C145 1.070
159 H 2.3681 3.5927 -9.5102  C147 1.097
160 H 1.7168 2.0800 -9.9624  C147 1.090
161 H 2.7935 2.1659 -8.4784  C147 1.107
162 C 13.2973 0.7089 1.8784  O163 1.443, H171 1.090, H172 1.107, H173 1.091
163 O 12.9718 -0.6868 1.7074  C162 1.443, C164 1.469
164 C 11.7321 -0.9651 0.9706  O163 1.469, C165 1.551, H174 1.083, H175 1.072
165 C 10.4608 -0.1454 1.3137  C164 1.551, O166 1.421, H176 1.087, H177 1.084
166 O 10.1819 -0.1552 2.7069  C165 1.421, C167 1.439
167 C 9.8548 -1.4878 3.1397  O166 1.439, C168 1.500, H178 1.103, H179 1.105
168 C 8.7495 -2.2193 2.4374  C167 1.500, O169 1.423, H180 1.116, H181 1.070
169 O 7.5417 -1.4744 2.5372  C168 1.423, C170 1.443
170 C 6.4929 -2.1347 1.7976  O169 1.443, H182 1.100, H183 1.114, H184 1.100
171 H 12.5361 1.1413 2.5271  C162 1.090
172 H 13.2040 1.2257 0.9037  C162 1.107
173 H 14.2707 0.7648 2.3690  C162 1.091
174 H 11.6124 -2.0333 1.1029  C164 1.083
175 H 11.9017 -0.8544 -0.0824  C164 1.072
176 H 9.5812 -0.4411 0.7469  C165 1.087
177 H 10.5376 0.9226 1.1431  C165 1.084
178 H 9.5492 -1.4988 4.1997  C167 1.103
179 H 10.6960 -2.2007 3.0726  C167 1.105
180 H 8.6958 -3.2366 2.8930  C168 1.116
181 H 9.0014 -2.3571 1.4070  C168 1.070
182 H 6.7735 -2.0250 0.7401  C170 1.100
183 H 5.5204 -1.5971 1.8815  C170 1.114
184 H 6.2784 -3.1846 2.0445  C170 1.100
185 C -2.8493 -0.9333 4.5495  O186 1.216, N187 1.337, H190 1.093
186 O -3.5750 -0.2186 3.8849  C185 1.216
187 N -1.9419 -1.7556 4.0114  C185 1.337, C188 1.458, C189 1.458
188 C -1.8821 -2.1402 2.6068  N187 1.458, H191 1.114, H192 1.092, H193 1.099
189 C -1.1769 -2.5731 4.9447  N187 1.458, H194 1.092, H195 1.084, H196 1.082
190 H -2.9174 -0.9361 5.6403  C185 1.093
191 H -2.2518 -3.1882 2.5296  C188 1.114
192 H -0.8669 -2.1234 2.2053  C188 1.092
193 H -2.5778 -1.5126 2.0320  C188 1.099
194 H -0.1070 -2.3638 4.8776  C189 1.092
195 H -1.3950 -2.4253 5.9961  C189 1.084
196 H -1.4504 -3.5759 4.6453  C189 1.082
197 C 3.7485 -5.8753 -2.5967  O198 1.211, N199 1.355, H202 1.100
198 O 3.6861 -6.9902 -2.1273  C197 1.211
199 N 2.6885 -5.0777 -2.8738  C197 1.355, C200 1.453, C201 1.440
200 C 2.7923 -3.7548 -3.4654  N199 1.453, H203 1.087, H204 1.117, H205 1.092
201 C 1.3973 -5.5665 -2.4635  N199 1.440, H206 1.085, H207 1.107, H208 1.094
202 H 4.7397 -5.5045 -2.8974  C197 1.100
203 H 2.2217 -3.6977 -4.3889  C200 1.087
204 H 3.8703 -3.5605 -3.6848  C200 1.117
205 H 2.4757 -2.9361 -2.8162  C200 1.092
206 H 0.8555 -4.7625 -1.9755  C201 1.085
207 H 0.8535 -5.7905 -3.4013  C201 1.107
208 H 1.3740 -6.5072 -1.9065  C201 1.094
209 C -2.4007 -4.2387 -0.0538  O210 1.234, N211 1.356, H214 1.088
210 O -1.3184 -3.8094 -0.4625  C209 1.234
211 N -2.5611 -5.4786 0.4703  C209 1.356, C212 1.508, C213 1.456
212 C -3.8382 -5.9095 1.1471  N211 1.508, H215 1.098, H216 1.087, H217 1.110
213 C -1.4033 -6.3357 0.6838  N211 1.456, H218 1.091, H219 1.090, H220 1.100
214 H -3.3316 -3.6784 -0.1068  C209 1.088
215 H -4.1518 -6.8991 0.7910  C212 1.098
216 H -4.6075 -5.1488 1.0387  C212 1.087
217 H -3.6663 -6.0352 2.2362  C212 1.110
218 H -1.1399 -6.2697 1.7401  C213 1.091
219 H -1.7243 -7.3511 0.4534  C213 1.090
220 H -0.5361 -6.0389 0.0758  C213 1.100
221 C -5.9339 1.4065 2.1816  O222 1.194, N223 1.365, H226 1.069
222 O -6.0564 1.9267 1.1136  C221 1.194
223 N -7.0192 0.9736 2.8877  C221 1.365, C224 1.492, C225 1.489
224 C -6.8949 0.2564 4.1902  N223 1.492, H227 1.123, H228 1.089, H229 1.104
225 C -8.3726 1.3198 2.3731  N223 1.489, H230 1.063, H231 1.087, H232 1.082
226 H -4.9949 1.2571 2.6692  C221 1.069
227 H -7.3860 0.8594 5.0003  C224 1.123
228 H -5.8874 0.0695 4.5576  C224 1.089
229 H -7.4459 -0.6977 4.1134  C224 1.104
230 H -8.2630 2.0507 1.6091  C225 1.063
231 H -8.9614 0.4594 2.0658  C225 1.087
232 H -8.9703 1.6076 3.2279  C225 1.082
233 C -5.3259 4.5549 -1.9393  O234 1.400, H241 1.070, H242 1.068, H243 1.082
234 O -6.2700 4.1632 -2.8958  C233 1.400, P235 1.620
235 P -7.8321 4.3398 -2.5044  O234 1.620, O236 1.458, O237 1.529, O239 1.574
236 O -8.1344 5.5822 -1.8044  P235 1.458
237 O -8.4782 4.0274 -3.8543  P235 1.529, C238 1.443
238 C -9.8653 4.3864 -4.0248  O237 1.443, H244 1.083, H245 1.075, H246 1.064
239 O -8.1005 3.1320 -1.5308  P235 1.574, C240 1.420
240 C -7.5976 1.8184 -1.7255  O239 1.420, H247 1.090, H248 1.079, H249 1.080
241 H -5.3594 3.9366 -1.0672  C233 1.070
242 H -5.4412 5.5429 -1.5510  C233 1.068
243 H -4.3222 4.3999 -2.3112  C233 1.082
244 H -10.5012 3.9950 -3.2405  C238 1.083
245 H -10.2378 3.9088 -4.9128  C238 1.075
246 H -9.9918 5.4376 -4.1276  C238 1.064
247 H -6.5165 1.8513 -1.8606  C240 1.090
248 H -8.0366 1.3467 -2.5908  C240 1.079
249 H -7.8406 1.3286 -0.7940  C240 1.080
250 C -0.7144 -1.5068 -3.4886  O251 1.402, H258 1.089, H259 1.084, H260 1.097
251 O -1.2557 -1.6065 -4.7783  C250 1.402, P252 1.609
252 P -0.4099 -1.9593 -6.1011  O251 1.609, O253 1.463, O254 1.564, O256 1.626
253 O -1.1654 -1.6962 -7.3257  P252 1.463
254 O 0.9421 -1.1871 -5.9511  P252 1.564, C255 1.371
255 C 1.1072 0.0924 -6.4146  O254 1.371, H261 1.069, H262 1.102, H263 1.068
256 O 0.1200 -3.4714 -5.8220  P252 1.626, C257 1.447
257 C 0.8646 -4.2176 -6.8136  O256 1.447, H264 1.081, H265 1.080, H266 1.089
258 H -0.6422 -2.4602 -2.9669  C250 1.089
259 H -1.2653 -0.7714 -2.9135  C250 1.084
260 H 0.3247 -1.1546 -3.4839  C250 1.097
261 H 2.1345 0.3159 -6.6101  C255 1.069
262 H 0.7126 0.7657 -5.6364  C255 1.102
263 H 0.5560 0.2423 -7.3166  C255 1.068
264 H 1.4950 -4.9366 -6.3099  C257 1.081
265 H 1.5729 -3.5684 -7.3073  C257 1.080
266 H 0.1957 -4.7605 -7.4790  C257 1.089
267 C -5.1540 5.1389 1.6906  O268 1.430, H275 1.074, H276 1.094, H277 1.075
268 O -4.4527 5.9420 2.6429  C267 1.430, P269 1.560
269 P -5.1122 7.0963 3.4586  O268 1.560, O270 1.471, O271 1.545, O273 1.549
270 O -4.0828 7.7709 4.2644  P269 1.471
271 O -6.2852 6.4470 4.2259  P269 1.545, C272 1.418
272 C -6.0045 5.6549 5.3679  O271 1.418, H278 1.067, H279 1.083, H280 1.081
273 O -5.8772 8.0040 2.4635  P269 1.549, C274 1.457
274 C -5.1386 8.8767 1.5597  O273 1.457, H281 1.082, H282 1.090, H283 1.088
275 H -5.5107 5.7546 0.8856  C267 1.074
276 H -5.9426 4.5864 2.2100  C267 1.094
277 H -4.4397 4.4628 1.2559  C267 1.075
278 H -6.7844 5.7386 6.0918  C272 1.067
279 H -5.0518 5.8384 5.8495  C272 1.083
280 H -6.0862 4.6341 5.0216  C272 1.081
281 H -4.4431 8.3273 0.9391  C274 1.082
282 H -4.6267 9.7054 2.0491  C274 1.090
283 H -5.8730 9.3386 0.9032  C274 1.088
284 C 1.4081 4.5379 5.7265  O285 1.396, H292 1.092, H293 1.113, H294 1.076
285 O 0.6703 3.6590 4.9317  C284 1.396, P286 1.622
286 P 0.2190 4.0485 3.4233  O285 1.622, O287 1.484, O288 1.558, O290 1.574
287 O 0.7257 5.3404 2.8973  P286 1.484
288 O 0.6166 2.7503 2.6588  P286 1.558, C289 1.463
289 C 1.9346 2.1461 2.8533  O288 1.463, H295 1.082, H296 1.090, H297 1.076
290 O -1.3518 4.0127 3.3363  P286 1.574, C291 1.474
291 C -2.1758 2.9007 3.8430  O290 1.474, H298 1.096, H299 1.073, H300 1.073
292 H 1.0223 5.5589 5.7302  C284 1.092
293 H 2.3479 4.7812 5.1819  C284 1.113
294 H 1.6181 4.1773 6.7182  C284 1.076
295 H 2.5900 2.5694 2.1042  C289 1.082
296 H 1.9184 1.0630 2.7278  C289 1.090
297 H 2.3373 2.4366 3.8076  C289 1.076
298 H -1.7847 2.5404 4.8011  C291 1.096
299 H -2.2537 2.1667 3.0642  C291 1.073
300 H -3.1298 3.3708 3.9884  C291 1.073

Properties
HOMO   -9.180 eV
Calculated total energy   -210717.9098 eV
HOMO-LUMO gap   5.5 eV
LUMO energy   -3.69 eV